Entry 1:
A molecular structure, C16H28Cl2MgN4O8 at a distorted geometry. Source: the OMol25 dataset; level of theory: wB97M-V/def2-TZVPD.

Each line ends with the Mulliken charge.
Positions of all 59 atoms, in Å:
Mg 0.803 -0.261 -0.281  1.18
Cl 3.913 -0.341 0.954  1.72
O 2.739 -0.966 0.329  -0.78
O 3.563 -0.052 2.328  -0.65
O 5.025 -1.262 0.923  -0.69
O 4.236 0.827 0.175  -0.63
Cl 1.277 0.780 -3.760  1.77
O 0.478 1.994 -3.659  -0.69
O 1.231 0.144 -2.480  -0.85
O 0.753 -0.113 -4.751  -0.69
O 2.642 1.112 -4.081  -0.65
C 3.887 5.210 -2.447  -1.38
C 3.494 4.035 -1.600  -0.20
C 1.963 3.967 -1.351  -0.66
C 1.567 2.791 -0.596  0.25
N 1.369 1.799 -0.057  -0.30
H 3.381 5.173 -3.420  0.34
H 4.954 5.310 -2.616  0.35
H 3.478 6.133 -2.022  0.33
H 3.982 4.155 -0.624  0.32
H 3.786 3.025 -1.889  0.38
H 1.499 4.032 -2.338  0.31
H 1.561 4.844 -0.834  0.45
C -2.860 -4.245 0.410  -0.92
C -1.809 -5.010 -0.402  -0.45
C -1.309 -4.155 -1.592  -0.46
C -0.518 -3.013 -1.170  0.28
N 0.148 -2.150 -0.834  0.05
H -3.698 -3.841 -0.146  0.25
H -2.304 -3.471 0.953  0.23
H -3.182 -4.850 1.263  0.35
H -2.169 -5.913 -0.895  0.33
H -0.953 -5.265 0.221  0.31
H -2.184 -3.698 -2.075  0.18
H -0.935 -4.828 -2.360  0.39
C 1.716 -0.966 4.905  -1.21
C 0.225 -0.641 5.246  -0.51
C -0.468 0.232 4.205  -0.50
C -0.104 -0.096 2.826  0.27
N 0.183 -0.379 1.757  -0.24
H 1.826 -1.642 4.062  0.36
H 2.068 -1.543 5.763  0.42
H 2.247 -0.020 4.835  0.32
H 0.262 -0.200 6.237  0.32
H -0.275 -1.611 5.273  0.27
H -0.297 1.302 4.331  0.32
H -1.548 0.069 4.273  0.30
C -4.257 -0.800 -1.809  -0.90
C -4.506 0.220 -0.712  -0.40
C -3.548 1.407 -0.740  -0.71
C -2.163 0.988 -0.638  0.30
N -1.098 0.571 -0.653  -0.17
H -4.442 -0.426 -2.817  0.36
H -4.912 -1.661 -1.657  0.31
H -3.246 -1.214 -1.823  0.11
H -4.498 -0.248 0.274  0.29
H -5.497 0.672 -0.805  0.31
H -3.772 2.123 0.055  0.33
H -3.702 1.969 -1.665  0.29

The calculation puts the HOMO energy at -9.1055 eV. As for the HOMO-LUMO gap: 8.86 eV. Its charge is 0.


Entry 2:
A molecular structure, C16H28F6LiN4P at a distorted geometry. Source: the OMol25 dataset; level of theory: wB97M-V/def2-TZVPD.

Each line ends with the Mulliken charge.
Positions of all 56 atoms, in Å:
Li -1.797 15.207 -10.328  0.97
P 0.823 12.586 -7.889  1.15
F 1.079 12.341 -6.300  -0.36
F 2.007 13.693 -7.957  -0.34
F 1.879 11.409 -8.342  -0.36
F 0.437 12.926 -9.471  -0.38
F -0.302 11.403 -7.776  -0.34
F -0.204 13.805 -7.472  -0.37
C 0.840 19.358 -17.286  -1.03
C -0.647 19.639 -17.088  -0.43
C -1.539 18.419 -16.881  -0.42
C -1.406 17.593 -15.646  0.17
N -1.333 16.922 -14.714  -0.38
H 0.924 18.414 -17.824  0.29
H 1.184 19.347 -16.252  0.28
H 1.406 20.079 -17.876  0.32
H -1.031 20.126 -17.984  0.29
H -0.767 20.349 -16.269  0.33
H -1.446 17.743 -17.731  0.29
H -2.575 18.756 -16.837  0.28
C -3.744 21.512 -7.257  -1.12
C -4.560 21.781 -8.580  -0.44
C -5.673 20.682 -8.677  -0.45
C -5.009 19.312 -8.812  0.23
N -4.448 18.260 -8.948  -0.43
H -2.956 22.263 -7.196  0.32
H -3.077 20.651 -7.307  0.36
H -4.174 21.426 -6.259  0.34
H -4.025 21.709 -9.526  0.29
H -5.020 22.768 -8.632  0.32
H -6.330 20.810 -9.537  0.31
H -6.188 20.704 -7.717  0.28
C 2.580 19.336 -5.543  -1.12
C 2.842 20.262 -6.709  -0.34
C 3.185 19.518 -7.996  -0.47
C 2.113 18.811 -8.683  0.20
N 1.229 18.305 -9.232  -0.41
H 3.324 18.576 -5.301  0.34
H 1.632 18.828 -5.722  0.33
H 2.403 19.929 -4.646  0.32
H 3.657 20.943 -6.464  0.30
H 2.037 20.916 -7.045  0.27
H 3.825 18.687 -7.697  0.25
H 3.769 20.112 -8.699  0.34
C -6.824 7.962 -11.079  -1.14
C -5.323 8.004 -11.361  -0.31
C -4.618 8.853 -10.311  -0.46
C -4.604 10.299 -10.618  0.18
N -4.699 11.411 -10.866  -0.42
H -7.062 7.740 -10.039  0.33
H -7.340 7.283 -11.758  0.32
H -7.196 8.966 -11.280  0.31
H -5.118 8.349 -12.375  0.30
H -4.937 6.992 -11.237  0.28
H -3.563 8.578 -10.293  0.28
H -4.922 8.698 -9.276  0.32

The calculation puts the HOMO energy at -10.7592 eV. As for the HOMO-LUMO gap: 9.37 eV. Its charge is 0.


Entry 3:
A molecular structure, C16H28InN2O3Te. Source: the OMol25 dataset; level of theory: wB97M-V/def2-TZVPD.

Each line ends with the Mulliken charge.
Positions of all 51 atoms, in Å:
In -0.127 -0.010 0.017  1.31
C -1.179 -2.388 3.701  -1.65
C -1.833 -1.581 2.595  1.78
C -3.327 -1.401 2.855  -1.68
O -1.191 -0.282 2.452  -0.38
C -1.681 -2.271 1.239  -0.12
O -1.719 -3.470 1.151  -0.58
O -1.596 -1.432 0.194  -0.64
H -1.464 -1.991 4.681  0.42
H -0.095 -2.357 3.608  0.31
H -1.496 -3.427 3.632  0.39
H -3.486 -0.842 3.784  0.43
H -3.801 -2.380 2.960  0.41
H -3.809 -0.871 2.033  0.33
H -1.326 0.218 3.265  0.24
C -0.791 -1.439 -2.665  -1.09
N -0.467 -0.036 -2.263  0.07
C 0.761 0.418 -2.975  -0.97
C -1.610 0.864 -2.541  -0.76
C -1.541 2.106 -1.681  -0.87
N -1.602 1.762 -0.247  0.19
C -1.190 2.920 0.587  -0.97
C -2.967 1.319 0.149  -1.19
H -1.077 -1.471 -3.719  0.41
H -1.598 -1.826 -2.050  0.38
H 0.080 -2.072 -2.518  0.34
H 0.617 0.362 -4.056  0.38
H 1.601 -0.215 -2.702  0.35
H 1.008 1.444 -2.706  0.32
H -2.529 0.316 -2.344  0.39
H -1.620 1.154 -3.594  0.52
H -2.350 2.788 -1.950  0.44
H -0.602 2.629 -1.861  0.36
H -1.886 3.753 0.465  0.41
H -0.191 3.252 0.304  0.34
H -1.171 2.625 1.632  0.27
H -3.706 2.066 -0.162  0.45
H -3.002 1.205 1.226  0.38
H -3.211 0.354 -0.285  0.34
Te 1.947 -0.269 1.709  0.13
C 3.634 -0.076 0.457  0.10
C 4.204 -1.213 -0.108  -0.34
C 5.398 -1.105 -0.813  -0.55
C 6.018 0.130 -0.950  -0.45
C 5.444 1.265 -0.389  -0.54
C 4.252 1.165 0.321  -0.40
H 3.731 -2.179 0.012  0.43
H 5.847 -1.990 -1.248  0.39
H 6.957 0.209 -1.486  0.39
H 5.927 2.229 -0.494  0.38
H 3.816 2.045 0.778  0.38

The calculation puts the HOMO energy at -11.4230 eV. As for the HOMO-LUMO gap: 8.08 eV. Its charge is +1.


Entry 4:
C16H28N2O3 in the gas phase. Source: the OMol25 dataset; level of theory: wB97M-V/def2-TZVPD.

Each line ends with the Mulliken charge.
Positions of all 49 atoms, in Å:
C -2.770 -3.236 -0.083  -1.72
C -1.601 -2.308 -0.420  0.74
O -0.450 -2.692 0.302  -0.52
C -1.189 -2.341 -1.916  -0.49
C -2.377 -2.447 -2.877  -1.25
N -3.199 -1.276 -2.687  -0.03
C -2.669 -0.077 -2.342  -0.11
O -3.346 0.858 -1.983  -0.63
C -1.149 0.008 -2.524  1.13
O -0.626 1.040 -2.890  -0.64
N -0.468 -1.140 -2.291  0.28
C 0.967 -1.167 -2.502  -1.25
C 1.771 -1.128 -1.203  -0.90
C 1.487 0.140 -0.401  0.20
C 2.294 0.169 0.894  -1.34
C 1.962 1.331 1.840  0.45
C 2.179 2.699 1.193  -0.84
C 1.953 3.812 2.213  -0.82
C 0.542 3.729 2.786  -0.58
C 0.302 2.361 3.416  -0.91
C 0.537 1.255 2.391  -0.67
H -2.567 -4.244 -0.436  0.34
H -3.697 -2.872 -0.514  0.35
H -2.894 -3.273 0.998  0.48
H -1.880 -1.275 -0.159  0.11
H -0.609 -2.566 1.244  0.37
H -0.518 -3.195 -2.042  0.55
H -2.965 -3.346 -2.698  0.53
H -1.993 -2.485 -3.906  0.36
H -4.205 -1.359 -2.675  0.27
H 1.217 -2.067 -3.073  0.39
H 1.201 -0.285 -3.104  0.57
H 2.831 -1.176 -1.458  0.56
H 1.524 -2.003 -0.599  0.27
H 1.723 1.010 -1.014  0.30
H 0.422 0.176 -0.172  -0.02
H 2.128 -0.770 1.430  0.37
H 3.357 0.218 0.644  0.37
H 2.650 1.251 2.693  0.40
H 3.194 2.762 0.792  0.33
H 1.479 2.829 0.367  0.33
H 2.106 4.785 1.741  0.36
H 2.681 3.717 3.024  0.36
H 0.394 4.514 3.532  0.32
H -0.182 3.888 1.984  0.31
H -0.719 2.302 3.799  0.36
H 0.984 2.225 4.260  0.39
H -0.180 1.373 1.576  0.24
H 0.371 0.278 2.853  0.32

The calculation puts the HOMO energy at -9.3850 eV. As for the HOMO-LUMO gap: 9.88 eV. The SMILES is C[C@@H](O)[C@H]1CNC(=O)C(=O)N1CCCCC1CCCCC1. Its charge is 0.


Entry 5:
A molecular structure, C16H28N4O3PPtS. Source: the OMol25 dataset; level of theory: wB97M-V/def2-TZVPD.

Each line ends with the Mulliken charge.
Positions of all 54 atoms, in Å:
Pt -0.006 -0.566 0.056  1.47
C 3.664 4.185 -2.391  -1.08
C 3.636 3.362 -1.109  -0.28
N 2.239 3.009 -0.773  -0.05
C 1.693 1.820 -0.751  0.51
S -0.023 1.680 -0.344  -0.25
N 2.457 0.761 -1.143  -0.55
N 1.837 -0.383 -1.022  -0.26
C 2.277 -1.456 -1.677  0.67
C 3.578 -1.505 -2.374  -1.39
C 1.316 -2.549 -1.716  0.72
C 1.587 -3.743 -2.365  -0.48
C 0.587 -4.710 -2.470  -0.53
C -0.654 -4.446 -1.929  -0.64
C -0.868 -3.231 -1.275  0.02
N 0.084 -2.312 -1.165  -0.22
H 4.696 4.480 -2.578  0.35
H 3.072 5.096 -2.300  0.38
H 3.309 3.606 -3.242  0.34
H 4.004 3.944 -0.261  0.35
H 4.205 2.441 -1.179  0.26
H 1.626 3.800 -0.579  0.29
H 4.164 -0.610 -2.199  0.32
H 3.416 -1.626 -3.449  0.44
H 4.141 -2.379 -2.035  0.44
H 2.563 -3.920 -2.796  0.42
H 0.785 -5.645 -2.978  0.48
H -1.465 -5.158 -2.001  0.44
H -1.830 -2.999 -0.837  0.47
C -1.332 2.708 3.434  -1.31
C -1.388 1.214 3.275  -0.22
O -0.002 0.711 3.157  0.00
P 0.467 -0.567 2.404  -0.29
O -0.059 -1.874 3.046  -0.18
C -1.153 -2.134 4.032  -0.21
C -0.680 -1.828 5.425  -0.99
O 2.013 -0.596 2.416  -0.18
C 2.858 -1.012 3.588  -0.21
C 2.847 0.026 4.674  -0.93
H -2.345 3.090 3.561  0.42
H -0.894 3.185 2.557  0.26
H -0.752 2.981 4.314  0.33
H -1.941 0.910 2.382  0.43
H -1.821 0.729 4.147  0.29
H -1.369 -3.187 3.883  0.37
H -2.016 -1.546 3.727  0.31
H 0.195 -2.422 5.684  0.34
H -1.477 -2.090 6.123  0.40
H -0.454 -0.769 5.559  0.20
H 3.837 -1.140 3.138  0.31
H 2.477 -1.979 3.912  0.29
H 3.186 0.993 4.305  0.29
H 3.538 -0.296 5.455  0.42
H 1.863 0.137 5.128  0.21

The calculation puts the HOMO energy (alpha / beta) at -17.5852 / -19.4287 eV. As for the multiplicity: 5. As for the HOMO-LUMO gap (alpha / beta): 7.12 / 6.53 eV. Its charge is +3. As for the expectation value of S²: 6.048.


Number 1: E_tot -69864.403 eV. Number 2: E_tot -48808.834 eV. Number 3: E_tot -38631.570 eV. Number 4: E_tot -26170.368 eV. Number 5: E_tot -52491.815 eV.